Entry 1:
A structure of composition C37H50Ge2N3OPdS2 at a distorted geometry. Source: the OMol25 dataset; level of theory: ωB97M-V with the def2-TZVPD basis set.

Computed properties:
E_HOMO (spin up / spin down)   -13.1 / -13.2 eV
Orbital gap (spin up / spin down)   7.36 / 5.70 eV
Total charge   +2
Spin multiplicity   2
⟨S²⟩   0.764

Each line ends with the Mulliken spin population.
CARTESIAN COORDINATES (ANGSTROEM)
Pd1 -0.1684 -0.5626 0.0230  0.502
N1 -0.3347 1.4719 -0.0371  -0.011
S1 -0.3976 2.3410 -1.3902  0.026
C1 -2.0814 2.5369 -1.9413  -0.002
C2 -3.0291 3.1965 -1.1659  -0.003
C3 -4.3355 3.2618 -1.6182  -0.001
C4 -4.6796 2.6855 -2.8390  0.001
C5 -3.7230 2.0454 -3.6127  -0.001
C6 -2.4103 1.9662 -3.1626  0.000
C7 -0.0419 4.0392 -0.9611  0.003
C8 0.5371 4.3611 0.2526  0.003
C9 0.8251 5.6962 0.5159  0.000
C10 0.5533 6.6727 -0.4278  0.000
C11 -0.0152 6.3273 -1.6485  0.000
C12 -0.3203 5.0065 -1.9224  0.001
H1 -0.7775 1.9145 0.7622  0.003
H2 -2.7448 3.6720 -0.2335  0.000
H3 -5.0847 3.7775 -1.0324  0.000
H4 -5.7000 2.7522 -3.1929  0.000
H5 -3.9927 1.6164 -4.5682  0.000
H6 -1.6515 1.4699 -3.7561  0.000
H7 0.7607 3.5991 0.9847  0.000
H8 1.2654 5.9633 1.4658  0.000
H9 0.7819 7.7083 -0.2155  0.000
H10 -0.2268 7.0889 -2.3865  0.000
H11 -0.7730 4.7390 -2.8691  0.000
O1 -0.0252 -2.5827 -0.6183  0.044
S2 1.0019 -3.6558 -0.9955  0.007
C13 0.5117 -4.1228 -2.6892  -0.001
C14 -0.2419 -5.4565 -2.6322  0.000
C15 -0.7975 -5.5959 -1.2188  0.000
C16 0.3465 -5.1839 -0.3052  0.000
H12 1.4094 -4.1495 -3.3051  0.001
H13 -0.1121 -3.2919 -3.0192  0.001
H14 0.4448 -6.2772 -2.8427  0.000
H15 -1.0240 -5.4845 -3.3890  0.000
H16 -1.1309 -6.6097 -1.0021  0.000
H17 -1.6493 -4.9272 -1.0728  0.000
H18 1.1719 -5.9002 -0.3407  0.000
H19 0.0951 -4.9887 0.7328  0.000
C17 -2.9079 -0.8567 -0.8891  -0.011
C18 -4.4316 -1.1601 -0.7956  0.020
N2 -4.8265 -1.3158 0.5960  0.002
C19 -4.5422 -0.0880 1.3241  0.011
C20 -3.0235 0.2493 1.2574  -0.036
N3 -2.3324 -0.8007 0.4798  0.253
C21 -2.5552 -2.1007 1.1653  -0.015
C22 -4.0771 -2.4198 1.1802  0.010
H20 -2.7333 0.1084 -1.3574  -0.013
H21 -2.3698 -1.6237 -1.4475  0.005
H22 -4.6761 -2.0748 -1.3355  -0.002
H23 -5.0072 -0.3461 -1.2380  -0.001
H24 -4.8620 -0.2106 2.3587  -0.001
H25 -5.1282 0.7213 0.8872  0.002
H26 -2.5761 0.2801 2.2522  0.003
H27 -2.8526 1.2032 0.7668  0.002
H28 -2.1687 -1.9959 2.1801  0.006
H29 -1.9680 -2.8579 0.6503  -0.002
H30 -4.4240 -2.5846 2.2000  -0.001
H31 -4.2895 -3.3229 0.6084  0.000
C23 5.4652 0.0880 -0.3739  0.022
Ge1 3.6640 0.0533 -1.1276  0.088
C24 3.3730 -1.4712 -2.3124  0.012
C25 3.1950 1.7131 -2.0377  0.006
Ge2 2.0872 -0.1948 0.8266  0.020
C26 2.2948 -1.8348 1.8778  0.026
C27 1.4273 -2.1444 2.9291  0.005
C28 1.6927 -3.2069 3.7795  -0.002
C29 2.8247 -3.9890 3.5801  0.004
C30 3.6794 -3.7126 2.5236  0.000
C31 3.4133 -2.6428 1.6759  0.008
C32 2.2227 1.2661 2.0984  0.017
C33 1.3115 1.3850 3.1504  -0.005
C34 1.4508 2.3882 4.0970  0.000
C35 2.5189 3.2743 4.0147  0.002
C36 3.4334 3.1634 2.9780  -0.001
C37 3.2772 2.1722 2.0174  0.005
H32 6.1495 0.1588 -1.2226  0.006
H33 5.7025 -0.8177 0.1804  0.000
H34 5.6308 0.9483 0.2704  -0.001
H35 3.9807 -1.3479 -3.2104  0.000
H36 2.3249 -1.5098 -2.6118  -0.001
H37 3.6440 -2.4132 -1.8392  -0.001
H38 3.8502 1.8436 -2.9006  0.001
H39 3.3066 2.5825 -1.3894  -0.001
H40 2.1679 1.6640 -2.3974  0.001
H41 0.5553 -1.5272 3.1179  0.001
H42 1.0294 -3.4164 4.6092  0.000
H43 3.0401 -4.8110 4.2500  0.000
H44 4.5641 -4.3165 2.3685  0.000
H45 4.1071 -2.4299 0.8699  -0.002
H46 0.4861 0.6862 3.2429  -0.004
H47 0.7431 2.4679 4.9120  0.000
H48 2.6399 4.0457 4.7640  0.000
H49 4.2680 3.8496 2.9134  0.000
H50 3.9949 2.1113 1.2076  -0.004

Entry 2:
A structure of composition C37H51BBrCl3LuN8O2PSi. Source: the OMol25 dataset; level of theory: ωB97M-V with the def2-TZVPD basis set.

Computed properties:
E_HOMO   -8.1 eV
Orbital gap   8.01 eV

Each line ends with the Mulliken charge.
CARTESIAN COORDINATES (ANGSTROEM)
Lu1 -0.2085 0.4792 0.6519  2.351
O1 3.6513 -3.9440 -0.2727  -0.717
C1 2.3716 -4.2941 -0.6178  0.476
C2 2.1639 -5.6521 -0.8429  -0.704
C3 0.9071 -6.1085 -1.1900  -0.619
C4 -0.1585 -5.2168 -1.3143  -0.984
C5 0.0658 -3.8725 -1.0886  0.227
C6 1.3219 -3.3859 -0.7422  0.154
C7 1.5061 -1.8983 -0.5175  1.434
O2 0.6941 -1.3521 0.4388  -1.345
N1 1.2498 -1.2059 -1.7984  -0.534
N2 0.7710 0.0613 -1.7521  1.271
C8 0.9394 0.7832 -2.7886  -2.131
C9 0.3837 2.1246 -2.9662  0.688
Br1 -0.9131 2.6587 -1.7147  -0.080
C10 0.6901 2.9659 -3.9436  -0.875
C11 1.7803 2.7558 -4.9215  0.350
C12 3.0218 2.2645 -4.5191  -0.046
C13 4.0359 2.0830 -5.4520  -0.814
C14 3.8217 2.3988 -6.7874  -0.388
C15 2.5920 2.9093 -7.1910  -0.561
C16 1.5816 3.0934 -6.2602  -0.551
H1 3.7116 -2.9928 -0.1347  0.250
H2 3.0039 -6.3280 -0.7387  0.463
H3 0.7554 -7.1675 -1.3635  0.385
H4 -1.1467 -5.5713 -1.5794  0.481
H5 -0.7431 -3.1605 -1.1690  -0.253
H6 2.5520 -1.7028 -0.2517  -0.541
H7 1.9089 -1.4013 -2.5409  0.344
H8 1.5046 0.3919 -3.6326  0.680
H9 0.1240 3.8887 -4.0226  0.515
H10 3.2034 2.0584 -3.4676  0.366
H11 4.9992 1.7094 -5.1270  0.424
H12 4.6139 2.2607 -7.5118  0.383
H13 2.4232 3.1688 -8.2288  0.386
H14 0.6239 3.4962 -6.5719  0.441
C17 0.4094 4.1132 4.1961  -1.756
C18 0.5635 4.0270 2.6746  3.254
C19 1.2064 5.3036 2.1431  -1.723
C20 -0.7626 3.7464 2.0499  -0.387
C21 -1.8037 4.6534 1.8175  -1.102
C22 -2.8712 3.8691 1.4415  -0.649
N3 -2.4800 2.5877 1.4333  0.506
N4 -1.1668 2.4985 1.7842  -0.161
B1 -3.4246 1.3614 1.3770  -0.305
N5 -2.9692 0.2860 2.3844  0.001
C23 -3.6923 -0.1968 3.4006  -0.700
C24 -3.1543 -1.4051 3.7883  -1.213
C25 -2.0753 -1.6089 2.9166  -0.396
N6 -1.9411 -0.5634 2.0954  0.600
C26 -1.3479 -2.8989 2.6732  3.148
C27 -2.0320 -3.6064 1.4938  -1.226
C28 -1.3620 -3.8078 3.9019  -2.166
N7 -3.4794 0.7289 -0.0288  -0.355
C29 -4.5646 0.6517 -0.8106  -0.639
C30 -4.2333 -0.0449 -1.9476  -1.266
C31 -2.8801 -0.3802 -1.7813  -0.521
N8 -2.4243 0.1009 -0.6202  1.456
C32 -2.0565 -1.2095 -2.7227  3.160
C33 -2.6900 -2.5953 -2.8891  -1.765
C34 -1.9069 -0.5397 -4.0905  -1.680
H15 1.3810 4.2921 4.6650  0.411
H16 -0.0104 3.1965 4.6112  0.301
H17 -0.2569 4.9392 4.4611  0.451
H18 1.2068 3.1758 2.4579  -1.839
H19 0.6347 6.1812 2.4633  0.413
H20 1.2666 5.3104 1.0570  0.339
H21 2.2199 5.4029 2.5352  0.382
H22 -1.7843 5.7246 1.9456  0.506
H23 -3.8933 4.1270 1.2082  0.523
H24 -4.5401 1.7287 1.6578  -0.236
H25 -4.5689 0.3322 3.7427  0.498
H26 -3.5188 -2.0734 4.5523  0.537
H27 -0.3296 -2.6710 2.3623  -1.391
H28 -1.5111 -4.5325 1.2368  0.449
H29 -2.0430 -2.9655 0.6098  -0.131
H30 -3.0678 -3.8472 1.7538  0.454
H31 -2.3600 -4.2325 4.0468  0.446
H32 -1.0939 -3.2848 4.8201  0.465
H33 -0.6701 -4.6427 3.7707  0.422
H34 -5.4979 1.0872 -0.4880  0.517
H35 -4.8779 -0.2990 -2.7745  0.580
H36 -1.0717 -1.3308 -2.2828  -1.645
H37 -3.6356 -2.5238 -3.4354  0.424
H38 -2.9031 -3.0594 -1.9229  0.285
H39 -2.0233 -3.2556 -3.4504  0.417
H40 -2.8884 -0.3648 -4.5424  0.333
H41 -1.3378 -1.1816 -4.7703  0.439
H42 -1.3992 0.4241 -4.0204  0.333
Cl1 2.3898 3.7149 -1.0080  -0.345
Si1 2.3468 2.0018 0.2236  0.810
Cl2 3.7343 0.7764 -0.8887  -0.451
Cl3 3.6909 2.6654 1.7365  -0.354
C35 1.4882 -1.7648 4.1532  -1.725
P1 1.6641 -0.2752 3.1116  1.900
C36 3.3933 -0.5846 2.5640  -1.491
C37 1.8620 0.9663 4.4410  -1.428
H43 2.3662 -1.8271 4.7999  0.615
H44 1.4307 -2.6642 3.5416  0.407
H45 0.5937 -1.7046 4.7714  0.284
H46 3.5292 -1.6661 2.4715  0.487
H47 4.0873 -0.2093 3.3185  0.394
H48 3.6465 -0.1314 1.6113  0.097
H49 2.5386 0.6059 5.2223  0.522
H50 0.8870 1.1796 4.8832  0.270
H51 2.2613 1.8908 4.0261  0.281